1.
DFT (ωB97M-V/def2-TZVPD) results for one molecule with the formula C3H5F3S in a non-equilibrium geometry.

Values from the calculation:
* calculated total energy: -22178.9627 eV
* charge: 0
* HOMO-LUMO gap: 10.70 eV

Last column: Löwdin charge in e.
Element x y z (Å)
C1 1.236 0.909 0.084  -0.037
C2 -0.320 -1.130 0.119  -0.445
C3 -0.197 0.369 0.051  -0.687
F1 0.428 -1.513 1.192  0.041
F2 -1.550 -1.602 0.401  0.064
F3 -1.024 0.962 1.217  -0.123
S1 -1.174 0.863 -1.394  0.864
H1 1.160 1.924 0.263  0.057
H2 1.624 0.322 0.990  0.121
H3 1.692 0.706 -0.895  0.096
H4 0.111 -1.687 -0.830  0.197
H5 -1.983 -0.123 -1.198  -0.149

***

2.
DFT (ωB97M-V/def2-TZVPD) results for an isolated ion of composition C3H8ClN2 and charge +1 in a non-equilibrium geometry.

Values from the calculation:
* calculated total energy: -18733.7973 eV
* charge: +1
* HOMO-LUMO gap: 10.76 eV

Last column: Löwdin charge in e.
Element x y z (Å)
C1 0.763 0.203 -1.364  -0.099
C2 -0.811 -0.808 1.078  0.029
C3 0.781 0.876 -0.071  -0.634
N1 -1.113 1.416 1.270  0.239
N2 -0.452 0.575 0.797  -0.225
Cl1 0.943 2.651 -0.257  0.744
H1 0.287 0.826 -2.187  0.129
H2 0.518 -0.820 -1.261  0.078
H3 1.741 0.332 -1.737  0.083
H4 0.121 -1.408 1.132  0.123
H5 -1.363 -1.365 0.272  0.139
H6 -1.428 -0.882 1.929  0.096
H7 1.438 0.400 0.769  0.175
H8 -0.861 2.462 1.188  0.122

***

Taking the records one at a time from the top gives energy relative to the best compared isomer or geometry (same formula, charge and spin) values of 0.526 2.942 eV.